(1)
{
  "formula": "C2H11N5",
  "method": "ωB97M-V/def2-TZVPD",
  "species": ["H", "N", "C", "N", "H", "H", "H", "C", "N", "N", "N", "H", "H", "H", "H", "H", "H", "H"],
  "positions_angstrom": [[1.717, -2.882, 1.591], [0.945, -2.304, 1.927], [0.144, -1.951, 1.014], [0.189, -2.209, -0.323], [-0.677, -1.300, 1.302], [1.024, -2.653, -0.679], [-0.263, -1.547, -0.943], [0.574, 1.744, 0.879], [-0.494, 1.663, -0.106], [-0.138, 0.792, -1.200], [-1.380, 0.255, -1.644], [0.291, 2.476, 1.632], [1.531, 2.057, 0.446], [0.700, 0.757, 1.319], [-0.729, 2.604, -0.440], [0.314, 1.279, -1.973], [-1.826, 0.268, -0.635], [-1.922, 0.951, -2.166]],
  "energy_ev": -9700.4361,
  "e_above_lowest_kj_mol": 287.4,
  "charge": 0,
  "e_homo_ev": -8.84,
  "smiles": "[H]/N=C\\N.CNNN",
  "homo_lumo_gap_ha": 0.35595,
  "multiplicity": 1
}

(2)
{
  "formula": "CH10N2O4",
  "method": "ωB97M-V/def2-TZVPD",
  "species": ["N", "C", "N", "O", "H", "H", "H", "H", "O", "H", "H", "O", "H", "H", "O", "H", "H"],
  "positions_angstrom": [[-0.510, 0.723, 1.504], [-0.643, -0.676, 1.525], [-1.154, -1.308, 0.441], [-0.060, -1.310, 2.412], [-1.033, 1.150, 0.744], [-0.677, 1.077, 2.418], [-0.974, -2.291, 0.480], [-1.065, -0.939, -0.487], [0.540, -0.607, -1.981], [0.775, -1.248, -2.655], [1.339, -0.154, -1.665], [-1.251, 1.904, -1.218], [-1.901, 1.272, -1.499], [-0.528, 1.629, -1.783], [2.322, 0.237, 0.211], [2.021, -0.393, 0.855], [2.798, 0.933, 0.699]],
  "energy_ev": -12370.5237,
  "e_above_lowest_kj_mol": 54.2,
  "charge": 0,
  "e_homo_ev": -9.63,
  "smiles": "NC(N)=O.O.O.O",
  "homo_lumo_gap_ha": 0.36885,
  "multiplicity": 1
}

(3)
{
  "formula": "C3H5O2S3",
  "method": "ωB97M-V/def2-TZVPD",
  "species": ["C", "C", "C", "O", "O", "S", "S", "S", "H", "H", "H", "H", "H"],
  "positions_angstrom": [[1.594, 0.406, 0.156], [0.719, -0.359, -0.646], [-1.188, 0.325, 0.311], [1.544, 1.831, 0.296], [2.471, -0.055, 0.881], [0.758, -2.096, -0.477], [-2.183, -1.206, 0.479], [-1.779, 1.592, -0.575], [0.330, -0.104, -1.719], [-0.738, 0.573, 1.195], [0.622, -2.108, 0.983], [-2.937, -0.936, -0.601], [0.786, 2.137, -0.283]],
  "energy_ev": -39792.5512,
  "e_above_lowest_kj_mol": 132.3,
  "charge": -1,
  "e_homo_ev": -3.36,
  "homo_lumo_gap_ha": 0.23825,
  "multiplicity": 1
}

(4)
{
  "formula": "C23H34IrNO2",
  "method": "ωB97M-V/def2-TZVPD",
  "species": ["C", "C", "C", "C", "C", "Ir", "C", "C", "H", "C", "H", "H", "C", "H", "H", "H", "C", "H", "H", "H", "C", "H", "H", "H", "C", "H", "H", "H", "C", "H", "H", "H", "C", "H", "H", "H", "C", "H", "H", "H", "C", "C", "C", "C", "H", "C", "H", "C", "H", "H", "H", "N", "C", "C", "O", "O", "H", "H", "H", "H", "H"],
  "positions_angstrom": [[1.168, -1.962, 0.553], [1.556, -1.101, -0.523], [0.674, -1.352, -1.645], [-0.276, -2.358, -1.237], [0.036, -2.727, 0.129], [-0.666, -0.643, -0.105], [-3.429, 1.239, -1.271], [-2.637, 0.750, -0.134], [-2.199, 1.568, 0.518], [-2.590, -0.692, 0.234], [-3.200, -1.206, -0.533], [-2.833, -0.779, 1.311], [-3.238, 2.786, -1.450], [-2.473, 3.181, -0.734], [-2.785, 3.036, -2.445], [-4.163, 3.362, -1.329], [-2.866, 0.564, -2.576], [-1.922, -0.007, -2.386], [-3.543, -0.127, -3.114], [-2.478, 1.306, -3.317], [2.718, -0.194, -0.477], [2.575, 0.562, 0.315], [3.651, -0.745, -0.311], [2.795, 0.374, -1.423], [0.872, -0.799, -3.014], [1.077, 0.276, -2.926], [1.736, -1.273, -3.500], [-0.018, -0.958, -3.630], [-1.309, -3.019, -2.086], [-1.297, -2.597, -3.093], [-1.137, -4.100, -2.140], [-2.294, -2.855, -1.640], [-0.664, -3.767, 0.933], [-1.725, -3.796, 0.672], [-0.232, -4.761, 0.758], [-0.566, -3.533, 1.999], [1.893, -2.074, 1.854], [1.240, -2.527, 2.610], [2.786, -2.711, 1.740], [2.219, -1.077, 2.195], [2.215, 2.195, -1.403], [0.882, 2.431, -2.006], [3.156, 2.967, -2.013], [0.696, 2.948, -3.350], [-0.274, 2.329, -1.860], [2.991, 3.439, -3.356], [4.044, 3.176, -1.342], [1.784, 3.372, -4.098], [-0.287, 2.948, -3.833], [3.903, 3.847, -3.764], [1.759, 3.588, -5.170], [-1.154, 0.264, 4.477], [0.056, 1.007, 4.023], [0.198, 0.753, 2.517], [1.048, 1.281, 1.877], [-0.718, -0.103, 2.121], [-1.971, 0.876, 4.366], [-1.084, 0.019, 5.465], [-1.289, -0.562, 3.856], [-0.060, 2.077, 4.200], [0.939, 0.628, 4.538]],
  "energy_ev": -32810.0681,
  "e_above_lowest_kj_mol": 41.7,
  "charge": 1,
  "e_homo_ev": [-8.43, -10.92],
  "homo_lumo_gap_ha": [0.19865, 0.23134],
  "multiplicity": 6,
  "s_squared": 8.77
}

(5)
{
  "formula": "C27H29OSi",
  "method": "ωB97M-V/def2-TZVPD",
  "species": ["C", "Si", "C", "C", "O", "C", "C", "C", "C", "C", "H", "H", "H", "H", "H", "H", "H", "H", "H", "H", "H", "H", "H", "H", "H", "H", "C", "C", "C", "C", "C", "C", "C", "C", "C", "C", "C", "C", "C", "C", "C", "C", "C", "C", "C", "H", "H", "H", "H", "H", "H", "H", "H", "H", "H", "H", "H", "H"],
  "positions_angstrom": [[1.414, 2.486, 3.482], [1.233, 0.787, 2.687], [1.167, 1.196, 0.870], [2.601, -0.274, 3.354], [-0.139, -0.152, 3.166], [-1.423, -0.074, 2.798], [-1.909, 0.214, 1.545], [-3.221, 0.899, 1.707], [-3.752, 0.357, 3.061], [-2.518, -0.095, 3.841], [2.322, 2.960, 3.073], [0.561, 3.141, 3.263], [1.537, 2.392, 4.570], [2.196, 1.241, 0.491], [0.628, 0.447, 0.274], [0.687, 2.172, 0.691], [3.482, -0.322, 2.707], [2.906, 0.155, 4.317], [2.268, -1.301, 3.540], [-1.376, 0.142, 0.603], [-3.153, 2.002, 1.860], [-3.923, 0.723, 0.881], [-4.372, 1.092, 3.603], [-4.382, -0.521, 2.850], [-2.663, -1.107, 4.248], [-2.318, 0.579, 4.694], [0.203, -2.209, -0.514], [-0.550, -3.138, 0.286], [-0.369, -3.187, 1.683], [-0.855, -4.268, 2.411], [-1.437, -5.355, 1.739], [-1.721, -5.265, 0.370], [-1.338, -4.134, -0.343], [-0.175, -1.712, -1.812], [0.985, -1.125, -2.438], [0.925, -0.696, -3.758], [-0.298, -0.809, -4.449], [-1.434, -1.360, -3.826], [-1.375, -1.822, -2.510], [2.101, -1.247, -1.507], [1.630, -1.970, -0.352], [2.558, -2.425, 0.589], [3.873, -1.940, 0.527], [4.291, -1.139, -0.547], [3.430, -0.866, -1.614], [0.173, -2.376, 2.173], [-0.742, -4.275, 3.498], [-1.676, -6.275, 2.272], [-2.231, -6.079, -0.151], [-1.532, -4.072, -1.411], [1.837, -0.288, -4.206], [-0.375, -0.471, -5.485], [-2.375, -1.440, -4.371], [-2.233, -2.278, -2.027], [2.254, -3.186, 1.310], [4.566, -2.192, 1.340], [5.301, -0.743, -0.542], [3.768, -0.366, -2.517]],
  "energy_ev": -38388.9713,
  "e_above_lowest_kj_mol": 0.0,
  "charge": 1,
  "e_homo_ev": -10.37,
  "homo_lumo_gap_ha": 0.16300,
  "multiplicity": 1
}

(6)
{
  "formula": "C24H36MnP2Si",
  "method": "ωB97M-V/def2-TZVPD",
  "species": ["C", "C", "C", "H", "C", "C", "H", "H", "H", "H", "Mn", "C", "H", "H", "H", "Si", "C", "C", "H", "C", "H", "C", "H", "C", "H", "C", "H", "C", "C", "H", "C", "H", "C", "H", "C", "H", "C", "H", "H", "H", "C", "P", "C", "C", "C", "P", "C", "C", "H", "H", "H", "H", "H", "H", "H", "H", "H", "H", "H", "H", "H", "H", "H", "H"],
  "positions_angstrom": [[-3.108, -1.306, 1.956], [-2.844, -1.233, 0.555], [-1.624, -1.953, 0.300], [-3.505, -0.781, -0.180], [-1.114, -2.438, 1.557], [-2.029, -2.056, 2.574], [-1.968, -2.370, 3.622], [-4.024, -0.998, 2.459], [-1.208, -2.184, -0.675], [-0.224, -3.040, 1.735], [-1.251, -0.234, 1.657], [0.750, -0.338, 1.247], [1.179, -0.670, 2.204], [1.214, 0.594, 0.899], [0.918, -1.143, 0.509], [2.093, 0.070, -2.175], [1.507, 0.273, -3.923], [0.556, -0.668, -4.365], [0.235, -1.471, -3.691], [-0.011, -0.566, -5.640], [-0.742, -1.308, -5.968], [0.354, 0.486, -6.487], [-0.095, 0.573, -7.474], [1.301, 1.422, -6.047], [1.594, 2.244, -6.718], [1.871, 1.330, -4.776], [2.594, 2.082, -4.425], [3.262, -1.367, -2.192], [3.710, -1.958, -3.392], [3.497, -1.476, -4.349], [4.382, -3.187, -3.366], [4.699, -3.643, -4.309], [4.634, -3.835, -2.160], [5.131, -4.807, -2.141], [4.241, -3.230, -0.960], [4.445, -3.727, -0.002], [3.575, -1.998, -0.967], [3.262, -1.529, -0.023], [0.825, -0.388, -1.601], [2.682, 1.243, -1.413], [-0.802, 2.164, -0.348], [-1.267, 1.961, 1.400], [-2.461, 3.315, 1.611], [-0.043, 2.426, 2.735], [-0.556, 1.937, 4.100], [-1.935, 0.758, 3.778], [-2.123, -0.173, 5.309], [-3.529, 1.660, 3.824], [-0.065, 2.962, -0.464], [-1.707, 2.414, -0.923], [-0.369, 1.245, -0.752], [-2.713, 3.485, 2.660], [-1.986, 4.244, 1.265], [-3.402, 3.139, 1.072], [0.915, 1.963, 2.476], [0.122, 3.506, 2.665], [0.204, 1.365, 4.651], [-0.859, 2.752, 4.764], [-2.321, 0.555, 6.112], [-3.002, -0.808, 5.179], [-1.243, -0.790, 5.503], [-3.414, 2.618, 4.351], [-3.933, 1.829, 2.820], [-4.274, 1.058, 4.359]],
  "energy_ev": -83239.3370,
  "e_above_lowest_kj_mol": 30.4,
  "charge": 1,
  "e_homo_ev": [-9.63, -11.01],
  "homo_lumo_gap_ha": [0.23127, 0.28161],
  "multiplicity": 5,
  "s_squared": 6.11
}